173
Properties=species:S:1:pos:R:3:mulliken_charge:R:1 method="wB97M-V/def2-TZVPD" charge=+1
C 2.598 -0.161 2.253 -1.449
C 2.911 -0.336 0.767 0.207
N 2.557 -1.703 0.321 0.077
C 2.557 -1.913 -1.129 0.418
C 4.019 -1.777 -1.676 -1.114
I 5.396 -3.387 -1.453 0.079
C 4.598 -0.656 -2.169 0.251
C 6.017 -0.533 -2.676 -1.866
I 3.722 1.270 -2.282 0.214
O 1.817 -0.959 -1.813 -0.123
C 0.380 -0.996 -2.039 0.440
C -0.068 0.457 -1.701 -0.608
C 0.195 1.547 -2.752 0.183
C 0.320 2.904 -2.072 -1.218
Cl -1.274 3.636 -1.751 -0.257
C 0.064 -1.115 -3.562 -0.715
C -0.145 -2.379 -4.415 0.274
C -1.425 -2.271 -5.253 -1.587
Cl 1.230 -2.578 -5.579 -0.121
C -0.371 -1.967 -1.022 0.556
C -0.395 -1.266 0.351 -1.358
O -1.639 -0.601 0.412 -0.125
C -1.741 0.408 1.421 0.276
C -3.140 0.387 2.005 -1.330
C -1.779 -2.079 -1.663 -1.399
C -3.093 -2.543 -0.979 -0.195
C -3.626 -3.909 -1.444 -1.197
I -4.566 -1.012 -1.531 0.040
N 0.373 -3.373 -0.921 1.636
N -0.284 -4.276 -1.804 -0.545
C 0.331 -4.015 0.532 -0.305
F 0.767 -5.299 0.277 -0.493
C -1.003 -4.123 1.235 1.138
C -0.781 -5.009 2.480 -1.637
C 1.937 -3.324 -1.371 0.092
C 2.115 -3.707 -2.831 -1.386
O 2.613 -4.159 -0.499 -0.444
H 1.564 0.142 2.397 0.091
H 3.218 0.614 2.699 0.399
H 2.736 -1.095 2.801 0.442
H 3.972 -0.146 0.602 0.655
H 2.322 0.370 0.189 -0.377
H 3.289 -2.307 0.678 0.730
H 6.736 -0.729 -1.881 0.426
H 6.189 -1.232 -3.495 0.418
H 6.214 0.465 -3.048 0.515
H -1.125 0.497 -1.462 0.255
H 0.471 0.753 -0.805 -0.110
H -0.648 1.611 -3.441 0.658
H 1.079 1.386 -3.361 -0.899
H 0.871 3.605 -2.694 0.672
H 0.832 2.823 -1.116 0.485
H 0.877 -0.573 -4.039 0.567
H -0.840 -0.529 -3.703 0.218
H -0.176 -3.313 -3.876 -0.070
H -1.700 -3.246 -5.648 0.381
H -1.279 -1.588 -6.086 0.414
H -2.247 -1.898 -4.642 0.362
H 0.433 -0.582 0.460 -0.362
H -0.292 -1.931 1.198 1.492
H -1.533 1.373 0.954 0.082
H -1.014 0.219 2.210 -0.107
H -3.267 -0.488 2.644 0.135
H -3.871 0.325 1.203 0.230
H -3.313 1.279 2.598 0.548
H -1.692 -2.677 -2.566 0.198
H -1.972 -1.080 -2.030 1.158
H -3.109 -2.458 0.096 0.324
H -3.784 -4.577 -0.595 0.176
H -4.583 -3.838 -1.948 0.407
H -2.949 -4.389 -2.151 0.387
H -1.180 -4.524 -1.411 -0.148
H 0.299 -5.079 -1.965 0.340
H 1.072 -3.493 1.127 0.730
H -1.405 -3.185 1.586 -0.042
H -1.743 -4.612 0.603 -0.252
H -1.470 -4.690 3.254 0.417
H -0.952 -6.059 2.267 0.400
H 0.226 -4.885 2.883 0.411
H 1.292 -4.240 -3.288 0.631
H 2.990 -4.347 -2.910 0.449
H 2.293 -2.836 -3.453 0.072
H 2.584 -5.068 -0.788 0.728
N 0.834 5.668 0.081 0.165
C 1.810 6.425 -0.510 -0.311
C 2.360 7.228 0.453 -0.798
C 1.689 6.945 1.674 -0.264
C 0.754 5.980 1.410 -0.551
H 0.265 4.986 -0.390 0.165
H 2.027 6.334 -1.560 0.391
H 3.150 7.943 0.300 0.404
H 1.869 7.403 2.631 0.429
H 0.041 5.493 2.053 0.409
N 1.271 0.928 5.203 0.202
C 1.610 2.230 5.437 -0.568
C 0.455 2.962 5.504 -0.816
C -0.625 2.063 5.287 -0.277
C -0.089 0.814 5.104 -0.977
H 1.918 0.169 5.104 0.252
H 2.634 2.536 5.540 0.194
H 0.392 4.022 5.681 0.681
H -1.676 2.301 5.263 0.588
H -0.558 -0.137 4.912 0.682
N -8.225 -0.362 -2.421 0.076
C -8.852 -1.546 -2.703 -0.364
C -10.201 -1.319 -2.675 -0.480
C -10.395 0.055 -2.365 -0.438
C -9.157 0.619 -2.214 -0.437
H -7.232 -0.241 -2.371 0.062
H -8.288 -2.441 -2.901 0.346
H -10.966 -2.054 -2.859 0.388
H -11.335 0.569 -2.266 0.390
H -8.864 1.628 -1.981 0.360
N -0.601 7.059 5.935 0.083
C 0.009 8.262 6.169 -0.356
C -0.477 8.752 7.350 -0.543
C -1.418 7.808 7.848 -0.448
C -1.472 6.775 6.953 -0.452
H -0.438 6.480 5.134 0.165
H 0.731 8.665 5.481 0.372
H -0.194 9.684 7.808 0.391
H -1.989 7.883 8.758 0.398
H -2.051 5.868 6.954 0.406
N 5.295 1.686 4.970 0.044
C 6.015 0.776 4.240 -0.426
C 7.150 1.402 3.799 -0.552
C 7.113 2.739 4.283 -0.500
C 5.959 2.883 5.004 -0.405
H 4.424 1.494 5.418 0.214
H 5.665 -0.233 4.104 0.435
H 7.924 0.953 3.201 0.427
H 7.853 3.503 4.124 0.417
H 5.559 3.729 5.535 0.385
N 4.616 2.158 -5.773 0.287
C 5.390 2.635 -6.793 -0.482
C 4.576 2.849 -7.873 -0.520
C 3.256 2.493 -7.486 -0.598
C 3.312 2.073 -6.183 -0.335
H 4.938 1.898 -4.860 0.064
H 6.450 2.775 -6.670 0.422
H 4.890 3.213 -8.836 0.428
H 2.371 2.535 -8.099 0.401
H 2.543 1.717 -5.519 0.248
N -5.899 -3.342 1.778 0.110
C -6.127 -4.685 1.654 -0.669
C -5.564 -5.306 2.737 -0.544
C -4.990 -4.292 3.553 -0.420
C -5.203 -3.091 2.929 -0.738
H -6.211 -2.645 1.130 0.194
H -6.679 -5.082 0.820 0.442
H -5.588 -6.364 2.939 0.455
H -4.497 -4.427 4.500 0.566
H -4.952 -2.086 3.222 0.594
N 3.397 -1.955 -8.658 0.110
C 3.881 -2.820 -9.604 -0.426
C 4.931 -2.204 -10.230 -0.596
C 5.082 -0.918 -9.640 -0.450
C 4.122 -0.794 -8.673 -0.073
H 2.622 -2.141 -8.052 0.172
H 3.441 -3.790 -9.752 0.380
H 5.522 -2.625 -11.025 0.401
H 5.812 -0.170 -9.897 0.418
H 3.893 0.017 -8.002 0.127
N -2.642 0.011 7.346 0.001
C -3.213 -1.228 7.236 -0.563
C -4.573 -1.065 7.229 -0.417
C -4.830 0.329 7.345 -0.611
C -3.618 0.965 7.414 -0.523
H -1.657 0.193 7.371 0.289
H -2.608 -2.115 7.174 0.423
H -5.301 -1.854 7.154 0.460
H -5.794 0.808 7.377 0.441
H -3.371 2.009 7.506 0.530

11
Properties=species:S:1:pos:R:3:mulliken_charge:R:1 method="wB97M-V/def2-TZVPD" de_lowest_kj_mol=60.4
C 0.606 -1.474 -0.023 0.537
C -0.326 -2.669 -2.318 0.645
C 1.614 -2.130 0.534 -0.125
C 0.161 -0.043 -0.066 -0.778
N -0.337 -2.486 -1.123 -0.524
O -0.552 -2.893 -3.445 -0.455
Br 2.755 -1.216 1.716 -0.135
Br 2.024 -3.950 0.242 -0.056
H 1.101 0.388 0.404 0.273
H -0.601 -0.038 0.692 0.278
H -0.053 0.092 -1.076 0.340

9
Properties=species:S:1:pos:R:3:mulliken_charge:R:1 method="wB97M-V/def2-TZVPD" smiles=C#Cc1nn[nH]n1 de_lowest_kj_mol=409.7
C 1.887 -2.074 0.511 -0.126
C 1.089 -1.166 0.255 -0.076
C 0.080 -0.345 0.017 0.399
N 0.088 0.364 -1.062 -0.191
N -0.726 1.392 -0.935 -0.453
N -1.244 1.201 0.204 0.313
N -0.927 0.157 0.870 -0.529
H 2.824 -2.492 0.998 0.311
H -1.500 2.204 0.756 0.353

2
Properties=species:S:1:pos:R:3:mulliken_charge:R:1 method="wB97M-V/def2-TZVPD" charge=+1 de_lowest_kj_mol=199.1
Hg -0.468 -0.583 0.754 0.787
I 0.468 0.583 -0.754 0.213

| no. | Kohn-Sham gap (eV) |
| --- | --- |
| 1 | 6.8 |
| 2 | 10.0 |
| 3 | 9.8 |
| 4 | 7.8 |